[1]
DFT (ωB97M-V/def2-TZVPD) results for an isolated molecule of C5H8O.

ORCA input file:
```
! wB97M-V def2-TZVPD RIJCOSX def2/J DEFGRID3
* xyz 0 1
C -0.227 -1.118 1.391
C 0.438 -0.369 0.206
C -0.286 -0.278 -1.196
C -0.103 1.223 -1.146
O -0.805 1.666 0.007
C 0.524 1.175 0.170
H -1.203 -0.760 1.766
H 0.474 -1.123 2.232
H -0.341 -2.169 1.103
H 1.441 -0.829 0.133
H -1.349 -0.521 -1.181
H 0.192 -0.728 -2.075
H 0.017 1.924 -1.965
H 1.229 1.907 0.554
*
```

The calculation puts the total energy at -270.473272 a.u. The energy above the lowest of the compared OMol25 structures with the same formula, charge and spin comes out at 2.303 eV. The value obtained for the gap between HOMO and LUMO is 0.40505 Eh. The value obtained for the molar mass is 84.12 g/mol. The value obtained for the LUMO energy is 1.1680 eV.

Atom charges from the natural (NBO) analysis, given in e for atoms 1 to 4: -0.614 -0.216 -0.424 0.042

[2]
DFT (ωB97M-V/def2-TZVPD) results for C5H8O as an isolated structure.

ORCA input file:
```
! wB97M-V def2-TZVPD RIJCOSX def2/J DEFGRID3
* xyz 0 1
C 1.601 0.549 0.437
C 0.351 0.340 -0.405
C -0.070 -1.134 -0.551
C -1.940 -0.248 -0.468
O -1.182 -0.730 0.844
C -0.974 0.593 0.263
H 1.502 0.060 1.412
H 1.778 1.616 0.610
H 2.489 0.143 -0.060
H 0.427 0.841 -1.375
H 0.479 -1.849 0.070
H -0.269 -1.538 -1.538
H -2.983 -0.060 -0.174
H -1.210 1.418 0.935
*
```

The calculation puts the total energy at -270.309882 a.u. The energy above the lowest of the compared OMol25 structures with the same formula, charge and spin comes out at 6.749 eV. The value obtained for the gap between HOMO and LUMO (alpha / beta) is 0.29666 / 0.29668 Eh. The value obtained for the molar mass is 84.12 g/mol. The value obtained for the LUMO energy (alpha / beta) is 0.5092 / 0.5094 eV.

Atom charges from the natural (NBO) analysis, given in e for atoms 1 to 4: -0.616 -0.287 0.001 -0.239